Entry 1:
{
  "formula": "C49H43CrN10O2S2Te",
  "method": "the ωB97M-V functional and the def2-TZVPD basis",
  "spin_multiplicity": 5,
  "total_energy_ev": -127891.8949,
  "relative_energy_kcal_mol": 14.0,
  "orbital_gap_ev": [4.2, 4.4],
  "charge": -1,
  "homo_ev": [-2.44, -2.70],
  "species": ["Cr", "O", "S", "C", "C", "C", "C", "S", "O", "C", "C", "C", "C", "C", "C", "C", "C", "C", "C", "C", "C", "H", "H", "H", "H", "H", "H", "H", "H", "H", "H", "H", "H", "H", "H", "H", "H", "H", "H", "N", "C", "C", "C", "C", "C", "C", "C", "C", "C", "C", "C", "C", "N", "C", "C", "C", "C", "N", "H", "H", "H", "H", "H", "H", "H", "H", "H", "H", "N", "C", "C", "C", "C", "C", "N", "C", "H", "H", "H", "H", "Te", "C", "C", "N", "C", "C", "N", "C", "N", "N", "N", "C", "C", "C", "C", "C", "C", "H", "H", "H", "H", "H", "H", "H", "H", "H", "H", "H"],
  "xyz": [[-0.5036, -0.5210, 0.3987], [-2.4741, 0.0425, 0.9545], [-3.7462, 0.8196, 1.0370], [-4.6901, -0.0916, 2.3749], [-4.0051, -1.3912, 2.7595], [-2.9585, -1.1847, 3.8526], [-2.1509, -2.4425, 4.1338], [-0.4613, -2.3539, 3.3191], [-0.4925, -1.0880, 2.5265], [0.4325, -1.9005, 4.8131], [1.0128, -2.9089, 5.5733], [1.7600, -2.5753, 6.6928], [1.9396, -1.2401, 7.0326], [1.3698, -0.2406, 6.2540], [0.6107, -0.5660, 5.1412], [-4.6751, 0.2634, -0.3773], [-4.3247, -0.9349, -0.9889], [-4.9472, -1.3106, -2.1652], [-5.9255, -0.4998, -2.7312], [-6.2800, 0.6924, -2.1075], [-5.6526, 1.0809, -0.9371], [-5.6917, -0.2397, 1.9719], [-4.7377, 0.6013, 3.2163], [-3.5219, -1.8336, 1.8826], [-4.7617, -2.1016, 3.1049], [-3.4533, -0.8429, 4.7662], [-2.2732, -0.3914, 3.5377], [-2.6200, -3.3357, 3.7170], [-1.9711, -2.5970, 5.1959], [0.8793, -3.9422, 5.2705], [2.2238, -3.3553, 7.2841], [2.5426, -0.9813, 7.8938], [1.5324, 0.8022, 6.4962], [0.1893, 0.2057, 4.5070], [-3.5458, -1.5549, -0.5538], [-4.6592, -2.2390, -2.6426], [-6.4175, -0.7997, -3.6476], [-7.0445, 1.3227, -2.5447], [-5.9126, 2.0133, -0.4481], [8.4118, -0.3095, 5.3622], [7.4097, -0.2958, 4.7916], [6.1697, -0.2858, 4.0974], [5.8027, 0.7990, 3.2895], [4.6007, 0.7943, 2.6195], [3.7030, -0.2885, 2.7152], [4.0827, -1.3572, 3.5461], [5.2857, -1.3627, 4.2184], [2.4593, -0.2927, 1.9437], [1.6182, 0.9070, 1.9776], [1.7902, 2.0213, 2.8180], [0.6915, 2.8719, 2.6081], [-0.0983, 2.2421, 1.6602], [0.4415, 1.0580, 1.2719], [2.1549, -1.4050, 1.1587], [2.8113, -2.7171, 1.1270], [2.1565, -3.5043, 0.2590], [1.0903, -2.7058, -0.3761], [1.1689, -1.4118, 0.2282], [6.4830, 1.6354, 3.1839], [4.3406, 1.6261, 1.9787], [3.3933, -2.1750, 3.6918], [5.5512, -2.1965, 4.8571], [2.5993, 2.1837, 3.5131], [0.4916, 3.8216, 3.0837], [-1.0380, 2.6020, 1.2636], [3.6750, -2.9932, 1.7094], [2.3785, -4.5263, -0.0108], [1.2064, -2.6891, -1.4633], [3.1734, 1.1838, -6.4204], [3.1078, 1.1249, -5.2731], [3.0340, 1.0701, -3.8551], [4.1511, 0.7227, -3.0869], [4.0366, 0.7255, -1.7142], [2.8161, 1.0682, -1.1438], [1.7374, 1.3670, -1.8637], [1.8430, 1.3713, -3.1800], [5.0810, 0.4671, -3.5781], [4.8772, 0.4723, -1.0825], [2.6892, 1.1090, -0.0689], [0.9529, 1.6375, -3.7455], [-1.0681, -3.2032, -0.0849], [-0.6197, -1.3995, -3.2961], [-1.2776, -0.2121, -2.6964], [-1.0449, 0.2994, -1.5029], [-1.7786, 1.4647, -1.4429], [-2.5096, 1.6201, -2.5722], [-2.2030, 0.5402, -3.3692], [-2.7133, 0.3401, -4.7026], [-1.8091, 0.7387, -5.7522], [-1.4991, -0.1516, -6.7343], [-0.7405, 0.4055, -7.5890], [-0.5044, 1.6984, -7.2009], [0.2690, 2.7014, -7.7850], [0.3276, 3.9123, -7.1334], [-0.3664, 4.1391, -5.9354], [-1.1484, 3.1641, -5.3479], [-1.1986, 1.9343, -6.0020], [0.3565, -1.5169, -2.8329], [-0.4821, -1.2638, -4.3712], [-1.1938, -2.3114, -3.1216], [-1.7139, 2.1315, -0.6033], [-3.2502, 2.3517, -2.8497], [-3.6404, 0.9121, -4.7694], [-2.9240, -0.7140, -4.8736], [0.8180, 2.5123, -8.6960], [0.9382, 4.7082, -7.5398], [-0.2840, 5.1032, -5.4507], [-1.6655, 3.3499, -4.4191]],
  "atomic_forces_ev_per_a": [[-1.00, 0.17, 0.34], [-0.31, 0.45, 0.21], [0.07, -0.72, 0.50], [-0.02, 0.39, -0.37], [0.16, -0.07, -0.04], [-0.03, 0.11, -0.02], [0.27, -0.20, -0.15], [-0.28, 0.26, 0.37], [-0.19, -0.43, 1.04], [0.20, -0.06, 0.02], [-0.13, 0.06, -0.13], [0.03, -0.03, 0.03], [-0.01, -0.01, -0.03], [0.05, 0.01, 0.09], [-0.07, 0.04, -0.18], [-0.35, -0.10, -0.55], [0.22, 0.05, 0.37], [-0.18, 0.01, -0.19], [0.08, 0.02, 0.16], [-0.13, -0.05, -0.19], [0.16, -0.05, 0.38], [-0.02, 0.04, 0.06], [-0.04, 0.01, 0.00], [0.00, -0.03, 0.04], [-0.04, 0.02, -0.04], [0.01, -0.04, 0.03], [-0.01, 0.00, 0.00], [-0.02, 0.01, -0.01], [-0.01, -0.05, -0.01], [0.07, -0.02, 0.05], [-0.01, 0.01, 0.01], [0.01, 0.01, -0.01], [0.00, -0.01, 0.01], [0.08, 0.00, -0.09], [0.11, 0.06, -0.09], [0.00, -0.02, 0.02], [0.01, 0.02, -0.03], [0.01, 0.01, 0.01], [0.01, 0.05, -0.08], [-0.07, 0.00, -0.06], [0.38, 0.02, 0.25], [-0.45, -0.05, -0.21], [0.11, -0.02, 0.06], [0.02, -0.09, 0.07], [-0.11, -0.05, -0.18], [-0.03, 0.13, 0.10], [0.18, 0.05, 0.02], [0.03, -0.50, -0.04], [-0.24, 0.47, 0.19], [0.12, -0.20, -0.08], [-0.16, 0.05, -0.04], [0.00, 0.15, 0.13], [0.82, 0.50, 0.37], [-0.10, 0.62, -0.07], [0.11, -0.31, -0.14], [0.03, 0.09, 0.17], [-0.39, 0.18, 0.05], [1.82, -0.50, -0.24], [0.00, -0.01, 0.00], [-0.03, 0.03, 0.03], [-0.08, -0.04, 0.04], [-0.02, 0.01, 0.01], [0.02, 0.00, 0.00], [0.02, 0.00, -0.01], [-0.04, -0.07, -0.02], [0.01, -0.05, -0.03], [0.04, -0.02, 0.07], [-0.04, -0.05, 0.02], [-0.01, 0.00, 0.00], [-0.03, 0.03, -0.49], [-0.07, -0.10, 0.81], [-0.10, 0.05, -0.27], [0.04, -0.02, 0.03], [-0.09, -0.01, 0.06], [-0.01, 0.27, -0.09], [0.25, -0.04, -0.23], [0.01, 0.01, 0.01], [-0.02, -0.02, 0.02], [-0.01, -0.06, -0.02], [0.01, -0.02, -0.02], [-0.20, -1.08, -0.28], [-0.05, 0.02, -0.15], [-0.11, 0.01, 0.27], [-0.47, 0.58, -1.75], [-0.02, 0.09, -0.15], [-0.08, 0.16, 0.22], [0.21, 0.05, -0.32], [-0.12, -0.10, 0.30], [0.20, 0.02, -0.10], [-0.17, 0.12, 0.26], [0.12, -0.26, -0.30], [-0.21, 0.33, 0.50], [0.08, 0.02, 0.01], [0.16, -0.02, -0.23], [-0.24, -0.14, 0.20], [0.08, 0.26, 0.07], [0.13, -0.30, -0.39], [-0.02, -0.04, 0.02], [0.02, 0.01, 0.01], [0.03, 0.00, 0.09], [0.02, -0.03, 0.10], [0.04, 0.00, -0.07], [-0.02, -0.06, -0.05], [-0.03, 0.02, -0.04], [0.02, 0.00, -0.01], [-0.01, -0.02, -0.02], [0.01, 0.00, -0.01], [0.00, -0.02, 0.05]],
  "mulliken_charge": [0.0877, -0.3330, 0.0867, -1.0391, -0.6546, -0.1822, -1.0478, -0.1065, 0.0854, 0.4016, -0.3761, -0.6499, -0.5074, -0.6742, -0.0103, 0.9867, -0.2089, -0.6454, -0.5363, -0.6047, -0.6159, 0.5056, 0.5360, 0.0680, 0.5960, 0.4199, -0.1254, 0.5781, 0.4966, 0.4355, 0.3838, 0.3950, 0.4353, 0.2011, -0.2593, 0.4916, 0.4378, 0.3984, 0.4032, -0.6533, 0.0169, 0.4315, -1.0746, -0.2995, 0.3878, -0.2961, -1.2559, 2.3240, -0.9814, -0.6824, -1.9266, -0.8851, 1.1433, -0.8857, -0.8190, -1.3451, -0.3822, 1.7075, 0.4500, 0.4890, 0.6469, 0.4354, 0.7094, 0.3867, 0.2956, 0.7139, 0.5069, 0.2760, -0.5913, 0.0844, 0.3122, -0.7471, -0.7945, -0.4261, -0.0337, -0.3581, 0.4717, 0.5464, 0.8631, 0.6868, -0.3583, -1.1853, -0.3791, 1.9397, -1.8647, -0.6190, 1.2385, -1.4579, 0.9524, -0.6378, -0.6552, 0.1036, -0.5816, -0.5612, -0.6141, -0.5044, 1.3030, -0.2894, 0.5271, 0.2162, 0.1524, 0.7182, 0.4168, 0.3657, 0.4089, 0.3671, 0.4033, 0.2947]
}


Entry 2:
{
  "formula": "C49H43IN3OPSSiTc",
  "method": "the ωB97M-V functional and the def2-TZVPD basis",
  "spin_multiplicity": 2,
  "total_energy_ev": -96313.3218,
  "relative_energy_kcal_mol": 48.8,
  "orbital_gap_ev": [5.6, 6.3],
  "charge": 2,
  "homo_ev": [-12.07, -13.17],
  "species": ["Tc", "I", "C", "C", "C", "C", "C", "C", "C", "C", "C", "P", "C", "C", "C", "C", "C", "C", "C", "C", "C", "C", "C", "C", "C", "H", "H", "H", "H", "H", "H", "H", "H", "H", "H", "H", "H", "H", "H", "H", "H", "O", "N", "C", "Si", "C", "C", "C", "C", "H", "H", "H", "H", "H", "H", "H", "H", "H", "C", "C", "C", "C", "C", "C", "C", "C", "C", "C", "C", "C", "C", "C", "C", "H", "H", "H", "H", "H", "H", "H", "H", "H", "H", "N", "C", "S", "N", "C", "C", "C", "C", "C", "C", "H", "H", "H", "H", "H", "H", "H", "H"],
  "xyz": [[-0.0220, 0.7927, -0.0944], [0.0831, 2.7914, -1.9997], [-0.5803, 4.3918, -0.7330], [0.2747, 5.4568, -0.7100], [-0.1183, 6.6644, -0.1118], [-1.3962, 6.7954, 0.3432], [-2.2881, 5.6978, 0.3406], [-3.6140, 5.8800, 0.7891], [-4.4974, 4.8413, 0.8062], [-4.0458, 3.5556, 0.4858], [-2.7536, 3.3152, 0.0646], [-2.3275, 1.5283, -0.0394], [-3.2527, 0.8756, 1.3843], [-4.4494, 0.1726, 1.2941], [-5.1181, -0.1962, 2.4540], [-4.6041, 0.1434, 3.6966], [-3.4121, 0.8517, 3.7905], [-2.7335, 1.2096, 2.6379], [-3.1753, 1.0129, -1.5638], [-3.4999, -0.3262, -1.7858], [-4.1063, -0.7069, -2.9728], [-4.3483, 0.2318, -3.9651], [-4.0080, 1.5602, -3.7584], [-3.4331, 1.9537, -2.5619], [-1.8608, 4.4117, -0.1224], [1.2474, 5.3923, -1.1786], [0.5779, 7.4894, -0.0701], [-1.7572, 7.7478, 0.7083], [-3.9101, 6.8689, 1.1141], [-5.5232, 4.9893, 1.1128], [-4.7342, 2.7292, 0.5929], [-4.8745, -0.0659, 0.3287], [-6.0565, -0.7291, 2.3827], [-5.1447, -0.1239, 4.5946], [-3.0188, 1.1336, 4.7579], [-1.8137, 1.7817, 2.7007], [-3.2844, -1.0723, -1.0343], [-4.3950, -1.7405, -3.1129], [-4.7988, -0.0693, -4.9013], [-4.1954, 2.2970, -4.5273], [-3.1954, 2.9977, -2.4054], [0.3960, 0.0196, 2.6332], [0.1936, 0.2945, 1.5404], [5.1735, 3.2614, 2.1371], [5.2174, 1.8003, 0.9523], [5.7571, 0.2342, 1.8655], [6.2568, 2.2026, -0.5648], [3.5292, 1.3287, 0.2978], [2.6649, 0.7016, -0.2939], [6.1938, 3.4949, 2.4447], [4.5986, 3.0418, 3.0360], [4.7594, 4.1532, 1.6672], [6.8385, 0.2386, 2.0052], [5.4894, -0.6647, 1.3093], [5.2894, 0.1731, 2.8478], [7.3131, 2.2474, -0.2964], [5.9852, 3.1714, -0.9842], [6.1500, 1.4543, -1.3502], [1.8185, -0.1685, -0.9582], [1.8324, -1.0218, -1.8850], [2.0263, -2.0005, -2.8134], [3.1810, -2.8701, -2.5641], [3.2666, -4.1681, -3.0894], [4.3857, -4.9450, -2.8528], [5.4274, -4.4645, -2.0715], [5.3432, -3.1913, -1.5215], [4.2421, -2.3978, -1.7720], [1.1468, -2.1739, -3.9619], [-0.2052, -1.8117, -3.8708], [-1.0770, -2.0964, -4.9026], [-0.6245, -2.7296, -6.0527], [0.7198, -3.0498, -6.1784], [1.5997, -2.7597, -5.1539], [2.4452, -4.5852, -3.6535], [4.4483, -5.9367, -3.2793], [6.2944, -5.0804, -1.8787], [6.1474, -2.8109, -0.9063], [4.1977, -1.3919, -1.3722], [-0.5667, -1.3441, -2.9617], [-2.1190, -1.8353, -4.8043], [-1.3179, -2.9755, -6.8449], [1.0828, -3.5308, -7.0760], [2.6550, -2.9519, -5.2843], [-0.3000, -3.9959, 1.4137], [-0.8438, -2.7838, 1.4268], [-1.0894, -1.9849, -0.0656], [-1.2386, -2.2253, 2.5671], [-1.0004, -2.7207, 3.8852], [0.2586, -3.1766, 4.2614], [0.4506, -3.6731, 5.5417], [-0.6046, -3.7112, 6.4410], [-1.8487, -3.2213, 6.0708], [-2.0486, -2.7175, 4.7962], [-0.0738, -4.4194, 0.5302], [-0.2512, -4.5550, 2.2527], [-1.7774, -1.3735, 2.4921], [1.0908, -3.1126, 3.5722], [1.4282, -4.0272, 5.8382], [-0.4566, -4.1185, 7.4313], [-2.6692, -3.2404, 6.7745], [-3.0183, -2.3352, 4.5016]],
  "atomic_forces_ev_per_a": [[-0.59, -2.55, 0.36], [0.03, 0.43, 0.17], [0.17, -0.18, -0.13], [0.13, -0.25, -0.14], [-0.15, 0.16, 0.06], [0.11, 0.00, -0.04], [0.13, -0.18, -0.10], [-0.06, -0.05, 0.03], [-0.03, 0.16, 0.05], [0.25, 0.03, -0.13], [-0.05, -0.18, 0.05], [-0.26, 0.40, 0.04], [0.17, -0.08, -0.01], [0.07, 0.03, -0.05], [-0.03, 0.00, 0.03], [-0.05, 0.01, 0.00], [0.06, -0.03, 0.03], [0.01, -0.06, -0.07], [0.20, -0.12, 0.01], [0.01, 0.02, -0.03], [-0.01, -0.05, 0.00], [0.00, -0.03, -0.03], [0.02, 0.05, -0.04], [-0.05, -0.03, 0.07], [-0.15, 0.06, 0.09], [0.01, -0.01, 0.00], [-0.01, 0.03, -0.05], [0.03, 0.00, 0.06], [-0.04, 0.01, -0.01], [-0.01, 0.01, 0.02], [-0.03, -0.02, 0.05], [-0.02, -0.01, 0.02], [0.00, -0.02, 0.00], [0.00, -0.02, 0.02], [0.01, -0.01, 0.02], [-0.01, 0.01, 0.07], [-0.07, 0.00, 0.01], [0.04, -0.01, -0.04], [-0.05, 0.00, 0.01], [-0.02, 0.00, -0.02], [-0.02, 0.01, -0.01], [0.23, -0.08, 0.27], [-0.10, 1.04, -0.12], [-0.12, -0.31, -0.34], [0.43, 0.13, 0.38], [-0.06, 0.34, -0.33], [-0.18, -0.16, 0.24], [-0.28, -0.02, -0.05], [0.57, 0.31, 0.12], [0.05, -0.01, 0.00], [-0.04, -0.02, 0.01], [-0.02, 0.03, -0.01], [0.04, 0.00, 0.04], [0.03, -0.02, -0.04], [-0.04, 0.04, 0.03], [0.02, 0.01, 0.07], [-0.06, 0.03, 0.01], [-0.03, -0.05, 0.00], [-0.41, 0.09, -0.40], [0.06, 0.06, 0.00], [0.00, 0.00, 0.09], [0.15, -0.18, 0.11], [-0.08, 0.03, 0.09], [0.07, -0.09, -0.02], [-0.09, 0.06, 0.04], [0.07, 0.06, 0.03], [-0.15, -0.02, -0.07], [-0.18, 0.05, -0.24], [0.17, -0.04, 0.07], [-0.06, 0.09, 0.00], [0.01, -0.06, 0.07], [-0.01, 0.03, -0.06], [0.14, 0.11, 0.10], [-0.01, 0.03, -0.02], [-0.04, -0.03, 0.02], [0.02, -0.02, -0.03], [0.03, 0.00, -0.02], [0.07, -0.01, 0.02], [-0.07, -0.04, 0.03], [-0.11, 0.04, 0.00], [-0.01, 0.02, -0.03], [0.02, 0.06, -0.04], [0.00, -0.09, 0.01], [-0.03, -0.02, 0.16], [-0.03, 0.21, 0.21], [0.27, 1.05, -0.82], [0.09, -0.09, 0.11], [0.00, -0.18, 0.21], [0.00, 0.13, -0.04], [-0.04, -0.04, 0.01], [0.00, -0.01, 0.01], [0.04, 0.02, 0.03], [-0.06, -0.04, -0.11], [0.05, 0.07, -0.03], [-0.05, -0.02, -0.01], [-0.02, 0.02, -0.12], [0.01, -0.02, -0.02], [0.01, 0.00, -0.01], [0.01, 0.02, 0.02], [-0.01, 0.02, 0.01], [-0.01, -0.04, -0.04]],
  "mulliken_charge": [-0.3843, 0.0393, -0.0079, -0.6504, -0.8590, -0.8798, 0.8471, -0.7371, -1.2461, -0.2025, 0.5048, 0.8242, 0.7158, -0.0699, -0.7205, -0.7515, -0.7305, -1.0677, 1.3365, -0.0989, -1.2247, -0.6322, -0.7928, -0.8228, 0.6738, 0.4559, 0.4134, 0.4247, 0.4343, 0.4596, 0.4927, 0.5631, 0.4701, 0.4773, 0.4814, 0.5000, 0.6114, 0.4803, 0.4624, 0.4948, 0.3702, -0.4500, 0.4390, -0.9737, 0.0314, -0.9654, -1.0006, -0.4910, 0.6995, 0.3224, 0.3144, 0.3092, 0.3737, 0.2397, 0.3073, 0.3623, 0.3096, 0.3206, -0.2290, 0.7677, 0.3047, 0.5161, -0.4095, -0.7934, -0.5267, -0.6591, -0.3565, 0.0425, 0.3278, -0.4502, -0.6284, -0.7906, -0.4151, 0.6195, 0.4247, 0.4214, 0.4308, 0.3355, -0.0739, 0.3351, 0.4447, 0.4106, 0.6744, -0.3056, 0.3683, -0.0668, 0.3496, 0.3548, -0.1706, -0.7369, -0.5332, -0.6708, -0.5315, 0.2384, 0.2521, -0.3219, 0.5348, 0.4069, 0.4139, 0.4190, 0.4731]
}